(1)
Below is 2 unconnected molecules or ions with the total composition C6H11NO at a distorted geometry, with properties calculated with wB97M-V/def2-TZVPD.

CARTESIAN COORDINATES (ANGSTROEM)
C: -1.15137 0.60112 0.63013
C: -1.59653 -0.12187 -0.56285
C: -1.57226 0.28454 2.00761
O: -0.98157 -1.23124 -0.09228
H: -0.56844 1.51229 0.50278
H: -2.70549 -0.11969 -0.66981
H: -1.11193 0.29956 -1.46571
H: -0.69924 0.03329 2.62007
H: -2.01621 1.17393 2.46790
H: -2.24043 -0.57667 2.01883
C: 1.36666 -0.90398 -1.48461
C: 1.79102 -0.49509 -0.13901
C: 2.09674 0.76049 0.18995
N: 1.09941 -0.04928 -2.38956
H: 0.86361 -0.49875 -3.27316
H: 1.28548 -1.98402 -1.63329
H: 1.81078 -1.28216 0.60390
H: 2.03433 1.55220 -0.54598
H: 2.29545 1.04534 1.21508

Summary:
Multiplicity: 1
Total charge: 0
Kohn-Sham gap (alpha / beta): 8.7 / 8.7 eV
Energy: -9933.3765 eV
Energy above the lowest of the compared OMol25 structures with the same formula, charge and spin: 117.10 kcal/mol
LUMO level (alpha / beta): -0.285 / -0.289 eV

(2)
Below is a gas-phase ion, C8H14NOS (charge +1) at a distorted geometry, with properties calculated with wB97M-V/def2-TZVPD.

CARTESIAN COORDINATES (ANGSTROEM)
C: 3.15567 0.04161 0.67480
C: -3.43595 -1.14080 0.45496
C: -3.17247 0.11007 1.07098
C: 1.75305 0.61426 0.40448
C: 3.37398 -0.96449 -0.43756
C: -1.42385 -0.19252 -0.75388
C: -2.81667 -0.10262 -0.42926
C: 0.97088 -0.40798 -0.47607
N: 2.01167 -1.52687 -0.70146
O: -3.56530 0.50951 -1.47894
S: -0.42428 -1.12281 0.25468
H: 3.82040 0.83986 0.57573
H: 3.28090 -0.44595 1.73012
H: -2.81498 -1.92008 0.75858
H: -4.48999 -1.33619 0.20333
H: -3.85403 0.91837 1.41658
H: -2.19106 0.16401 1.80794
H: 1.25626 0.88503 1.26586
H: 1.84804 1.44355 -0.24059
H: 3.56689 -0.34476 -1.27136
H: 4.00114 -1.77856 -0.43266
H: -0.90284 0.50068 -1.39805
H: 1.69597 -1.94711 -1.62179
H: 1.86074 -2.30395 -0.01737
H: -3.86098 -0.29012 -2.00380

Summary:
Multiplicity: 1
Total charge: +1
Kohn-Sham gap (alpha / beta): 6.5 / 6.5 eV
Energy: -22883.9958 eV
Energy above the lowest of the compared OMol25 structures with the same formula, charge and spin: 92.00 kcal/mol
LUMO level (alpha / beta): -4.796 / -4.794 eV

Q: Among the records above, which one has the lowest energy?
A: C8H14NOS

Q: Look up the energy above the lowest of the compared OMol25 structures with the same formula, charge and spin of the second one.
A: 92.00 kcal/mol